1.
Entry from the Open Molecules 2025 dataset: C35H37BCl3N8O4S5Zr as an isolated structure (ωB97M-V/def2-TZVPD).

Computed properties:
Charge: +1
LUMO level (eV): -2.980
HOMO level (eV): -10.37

Positions of all 94 atoms, in Å:
1 Zr -0.1627 0.1046 1.1380
2 Cl 0.5716 2.2463 2.6950
3 Cl 2.1339 2.7329 -2.4251
4 Cl 3.0182 6.7762 1.0076
5 S -3.3425 -2.7097 -1.2941
6 S -2.1533 -0.6432 2.7258
7 S 1.3710 -0.8787 3.1183
8 S 1.5851 -1.6383 -0.1727
9 S -1.3034 -3.4403 0.6972
10 O -0.6973 0.7659 -3.6792
11 O -1.5667 1.4672 0.4813
12 O 1.0354 1.3553 0.0437
13 O -4.9769 0.5435 -1.8267
14 N -2.4566 1.5890 4.2266
15 N 0.5891 -0.5777 -2.4204
16 N 0.8846 -3.5479 3.4236
17 N -1.6510 -0.9714 -0.1987
18 N -1.2366 0.0997 5.2473
19 N -2.5930 -0.1068 -0.8164
20 N 2.9009 -0.5414 -2.1755
21 N -0.2373 -2.3057 4.8197
22 C 5.1040 -2.4515 -3.0132
23 C 2.9819 -0.8570 -6.0781
24 C -1.3270 1.2082 6.0578
25 C -3.3004 2.2259 3.2247
26 C 0.1490 -4.3999 4.2172
27 C 2.4131 5.1807 0.7100
28 C -2.0873 2.1361 5.4311
29 C -4.6867 1.7856 -1.3964
30 C 1.8692 -3.9576 2.4372
31 C 1.3516 3.2114 1.4437
32 C 0.3594 0.2028 -3.5831
33 C 1.3988 0.2444 -4.6464
34 C -3.2852 3.4459 -0.3352
35 C -1.9262 0.3508 4.1388
36 C 1.4727 2.5881 0.2020
37 C -5.6340 2.7797 -1.6474
38 C 2.0553 3.3577 -0.8063
39 C -5.3960 4.0776 -1.2554
40 C -3.4066 -4.3996 -0.6476
41 C 2.5209 1.4928 -6.3590
42 C 1.6024 1.4433 -5.3232
43 C -3.5049 2.1133 -0.7132
44 C -2.0282 -2.2139 -0.2810
45 C 2.0816 -0.9086 -5.0245
46 C 0.6194 -2.2844 3.7980
47 C 1.7144 -0.8393 -1.7023
48 C 4.7385 -2.1023 -1.5802
49 C -2.4974 1.1048 -0.3566
50 C -0.5473 -3.6211 5.0772
51 C 3.2069 0.3446 -6.7349
52 C -2.0025 -4.8094 -0.2529
53 C 1.8058 4.4778 1.7406
54 C -4.2138 4.4271 -0.5996
55 C 2.5299 4.6347 -0.5586
56 C 4.1641 -0.7014 -1.4484
57 B -0.5655 -1.1910 5.8665
58 H -1.3484 -1.6809 6.6393
59 H 1.0348 2.3180 -5.0382
60 H -4.0814 -4.4154 0.2082
61 H -2.7406 2.3692 2.3024
62 H -1.2242 -3.8832 5.8662
63 H -0.2720 -0.7413 -1.9093
64 H -3.6169 3.1856 3.6240
65 H 5.6191 -2.1530 -0.9363
66 H -2.3956 3.1215 5.7233
67 H 2.0699 -5.0154 2.5895
68 H 4.0235 -2.8219 -1.1735
69 H 2.9759 5.2030 -1.3608
70 H -4.2188 -0.0395 -1.6202
71 H 4.2312 -2.4095 -3.6648
72 H 0.2025 -5.4654 4.1014
73 H 1.8980 -1.8426 -4.5082
74 H 1.4903 -3.8013 1.4288
75 H 0.4444 -0.8218 6.4044
76 H -3.8071 -5.0429 -1.4293
77 H -2.3603 3.6887 0.1700
78 H 1.6940 4.9037 2.7252
79 H -4.0278 5.4499 -0.3084
80 H -4.1705 1.6040 3.0265
81 H 4.8414 0.0355 -1.8848
82 H 2.7838 -3.3873 2.5758
83 H 3.9800 -0.4219 -0.4101
84 H -6.1372 4.8365 -1.4675
85 H -1.3818 -4.9966 -1.1299
86 H 5.8435 -1.7546 -3.4110
87 H 3.9148 0.3849 -7.5509
88 H -6.5422 2.5022 -2.1616
89 H 2.6929 2.4222 -6.8824
90 H 5.5227 -3.4527 -3.0950
91 H 2.9544 -0.0829 -3.0739
92 H -1.9948 -5.6897 0.3888
93 H 3.5023 -1.7523 -6.3889
94 H -0.8424 1.2311 7.0146

Charges per atom according to Löwdin partitioning, unit e: 1.240, 0.781, 0.818, 0.699, 1.032, 0.656, 0.567, 0.669, 0.930, 0.145, -0.276, -0.336, 0.067, -0.125, 0.134, -0.122, -0.275, 0.008, 0.023, 0.041, -0.008, -0.093, -0.061, -0.049, -0.012, -0.035, -0.661, -0.034, -0.251, -0.045, -0.488, -0.411, -0.198, -0.032, -0.680, -0.429, -0.002, -0.537, -0.065, -0.488, -0.048, -0.052, -0.073, -0.932, -0.054, -0.710, -0.702, -0.243, -0.412, -0.038, -0.056, -0.481, -0.104, -0.079, -0.114, -0.196, -0.407, 0.081, 0.107, 0.088, 0.056, 0.123, 0.095, 0.100, 0.117, 0.126, 0.099, 0.086, 0.112, 0.040, 0.050, 0.124, 0.122, 0.010, 0.082, 0.089, 0.112, 0.116, 0.103, 0.099, 0.132, 0.088, 0.104, 0.110, 0.088, 0.082, 0.112, 0.122, 0.114, 0.078, 0.108, 0.090, 0.112, 0.127

---

2.
Entry from the Open Molecules 2025 dataset: C24H41BF14HfN3O10S3 as an isolated structure (ωB97M-V/def2-TZVPD).

Computed properties:
LUMO level (spin up / spin down) (eV): -2.169 / -2.169
Spin multiplicity: 2
HOMO level (spin up / spin down) (eV): -7.77 / -8.70

Positions of all 97 atoms, in Å:
1 Hf 9.8646 24.4532 28.3646
2 S 8.7020 21.0441 28.1543
3 S 6.5463 24.4436 26.6652
4 S 12.8892 25.2136 28.6130
5 F 5.6334 24.4215 24.1617
6 F 13.7369 23.3460 26.9121
7 F 7.5034 23.2883 24.5382
8 F 11.2271 20.1307 28.4478
9 F 9.9413 24.8953 26.0863
10 F 11.1963 23.3030 26.7137
11 F 15.3172 24.4868 27.8663
12 F 9.9296 22.9973 24.8869
13 F 7.5210 25.4621 24.4852
14 F 8.8592 26.3728 27.7886
15 F 9.9404 18.8230 27.3695
16 F 9.6972 18.9986 29.5276
17 F 14.1374 25.3778 26.2924
18 F 11.7354 24.4865 24.7941
19 O 9.5596 29.5191 26.8872
20 O 7.6655 20.8409 29.1271
21 O 8.1714 20.8427 26.8318
22 O 13.6612 25.8729 29.6043
23 O 5.4792 23.5260 26.9594
24 O 9.4693 22.3038 28.3446
25 O 12.0703 24.0581 29.0463
26 O 6.2821 25.8204 26.9947
27 O 7.8763 24.0449 27.2531
28 O 11.7124 25.8932 27.9961
29 N 12.3965 21.1824 23.3540
30 N 10.6542 30.1224 26.5117
31 N 8.1399 19.6239 22.5395
32 C 12.6814 31.7059 25.2011
33 C 12.3564 19.4470 24.7083
34 C 9.3784 19.0360 21.8533
35 C 10.5709 29.4821 24.0336
36 C 12.2255 20.8047 24.6617
37 C 12.6781 30.1866 25.1197
38 C 6.3218 21.2208 22.2124
39 C 11.6589 28.0022 25.7172
40 C 10.5177 31.5969 26.5630
41 C 6.7862 24.3944 24.7879
42 C 11.3274 29.4492 25.3649
43 C 12.7816 18.9885 23.4412
44 C 12.7467 20.0785 22.6129
45 C 5.7011 19.8600 22.4831
46 C 9.9804 19.6424 28.4056
47 C 6.8456 18.8381 22.4143
48 C 9.5857 32.2037 25.5169
49 C 11.9481 32.1269 26.4265
50 C 8.4863 19.9497 23.9908
51 C 14.1268 24.5491 27.3186
52 C 7.7882 20.9449 21.8237
53 C 9.7505 17.6397 22.3010
54 C 10.0406 32.1561 27.9290
55 C 10.9137 16.9245 21.6070
56 B 10.7392 23.8961 25.5369
57 H 11.7991 17.4699 21.2945
58 H 13.3001 29.9163 25.9823
59 H 11.2913 16.1956 22.3261
60 H 9.4998 29.5747 24.2202
61 H 6.4561 21.8829 23.0634
62 H 6.8891 18.0471 23.1573
63 H 10.9420 30.2576 23.3627
64 H 8.8573 20.9705 24.0220
65 H 9.7835 31.9152 24.4828
66 H 12.1690 27.9106 26.6764
67 H 10.1695 19.7541 22.0837
68 H 11.9511 21.4887 25.4443
69 H 9.2093 19.2089 20.7885
70 H 12.2039 32.0970 24.2961
71 H 12.2902 27.5485 24.9551
72 H 9.0595 31.7225 28.1331
73 H 12.2445 18.7556 25.5298
74 H 5.2446 19.8174 23.4702
75 H 12.2034 22.0765 22.9363
76 H 10.0507 17.6769 23.3511
77 H 7.4863 19.8864 24.4168
78 H 13.7098 32.0692 25.2193
79 H 10.4892 16.3433 20.7868
80 H 9.1566 19.2939 24.5370
81 H 8.8432 17.0317 22.3088
82 H 7.8690 20.8184 20.7456
83 H 9.6606 33.2904 25.5355
84 H 10.6949 31.7705 28.7101
85 H 12.5235 31.9396 27.3373
86 H 10.7198 27.4685 25.8715
87 H 8.5665 31.8451 25.6693
88 H 6.8279 18.4552 21.3934
89 H 4.9975 19.5999 21.6966
90 H 10.6721 28.5580 23.4614
91 H 9.9228 33.2344 27.8741
92 H 5.8795 21.6977 21.3413
93 H 13.0240 18.0357 23.0012
94 H 11.8171 33.2152 26.4584
95 H 13.1376 29.8455 24.1922
96 H 8.4916 21.6715 22.2209
97 H 12.8511 20.1473 21.5414

Charges per atom according to Löwdin partitioning, unit e: 2.203, 0.568, 0.557, 0.639, 0.171, 0.160, 0.099, 0.129, 0.080, 0.072, 0.183, 0.171, 0.150, -0.437, 0.136, 0.155, 0.173, 0.186, 0.006, -0.258, -0.268, -0.210, -0.276, -0.453, -0.426, -0.285, -0.463, -0.399, 0.039, -0.094, -0.243, -0.194, -0.103, -0.116, -0.028, -0.106, -0.144, -0.127, -0.041, -0.494, -0.650, -0.471, -0.123, -0.161, -0.132, -0.640, -0.094, -0.028, -0.175, 0.044, -0.646, -0.083, -0.220, -0.031, -0.091, -1.372, 0.060, 0.118, 0.080, 0.088, 0.094, 0.135, 0.075, 0.085, 0.064, 0.071, 0.116, 0.098, 0.128, 0.108, 0.093, 0.079, 0.095, 0.122, 0.149, 0.098, 0.101, 0.115, 0.074, 0.099, 0.107, 0.128, 0.089, 0.087, 0.124, 0.076, 0.094, 0.135, 0.117, 0.084, 0.085, 0.123, 0.085, 0.119, 0.121, 0.128, 0.110

---

In kcal/mol, the relative energy (zero: lowest compared OMol25 entry of this formula, charge and spin) values for the records above are, in order, 19.96; 12.26.